No. 1
DFT (ωB97M-V with the def2-TZVPD basis set) results for 2 unconnected molecules or ions with the total composition C3H9NO2.

The geometry in ORCA input format:
```
! RIJCOSX wB97M-V def2-TZVPD def2/J DEFGRID3
* xyz 1 2
H -3.0775 -0.8388 1.3528
H 3.3038 1.2041 1.4316
H 3.4457 0.8135 -1.6663
O -3.4284 -0.1895 -0.5335
H -1.0860 -1.4769 -0.7762
O 1.6478 1.0807 0.3899
N -1.4510 -1.2864 0.1536
H -3.2144 -2.1942 0.2050
H -2.7567 0.5271 -0.4729
C 2.9888 1.0168 0.4125
H 4.8599 0.6929 -0.5469
H -0.9486 -1.8052 0.8584
C 3.7899 0.8051 -0.6380
H 1.2645 0.4674 -0.2271
C -2.9107 -1.1467 0.3179
*
```

- F_max: 2.83 eV Å⁻¹
- Energy relative to the best compared isomer or geometry (same formula, charge and spin): 58.0 kcal/mol
- HOMO energy (alpha / beta): -14.01 / -12.23 eV
- HOMO-LUMO gap (alpha / beta): 10.374 / 2.892 eV

No. 2
DFT (ωB97M-V with the def2-TZVPD basis set) results for 2 unconnected molecules or ions with the total composition C3H10N2O3.

The geometry in ORCA input format:
```
! RIJCOSX wB97M-V def2-TZVPD def2/J DEFGRID3
* xyz 0 1
O 0.0399 -1.4656 -1.1572
H -2.6692 -0.6568 -0.9011
H -1.0440 1.2093 -1.4433
O 1.5011 1.6439 0.8300
H 1.6773 -1.5026 1.3240
N 1.4236 -0.5533 1.5634
C 1.7117 0.4283 0.6244
C -1.2853 0.9176 -0.4225
H -1.1498 1.7519 0.2595
H -2.7931 -0.0902 0.7532
C -2.6130 0.2364 -0.2734
H 2.1941 -0.8274 -0.8714
N 2.5589 -0.0243 -0.3682
H 2.8561 0.7074 -0.9985
H -3.4167 0.9261 -0.5553
H -0.3350 -2.1353 -0.5428
H 1.5309 -0.2471 2.5201
O -0.1874 -0.3182 -0.3408
*
```

- F_max: 4.19 eV Å⁻¹
- Energy relative to the best compared isomer or geometry (same formula, charge and spin): 112.4 kcal/mol
- HOMO energy: -9.27 eV
- HOMO-LUMO gap: 9.767 eV
- SMILES: NC(N)=O.CCOO

No. 3
DFT (ωB97M-V with the def2-TZVPD basis set) results for a molecular structure, CH7N2.

The geometry in ORCA input format:
```
! RIJCOSX wB97M-V def2-TZVPD def2/J DEFGRID3
* xyz 1 1
H 2.0187 0.9233 -0.3800
H -1.6471 0.6869 -1.2436
H 2.6813 -0.2681 0.6311
N 0.6425 -0.4370 0.4167
C 1.8505 0.0214 0.1322
H 0.7520 -0.7329 1.4276
H -1.7748 0.7855 0.2636
N -1.5698 0.0867 -0.4972
H -2.4236 -0.5332 -0.6331
H -0.5298 -0.5327 -0.1171
*
```

- F_max: 4.82 eV Å⁻¹
- Energy relative to the best compared isomer or geometry (same formula, charge and spin): 40.8 kcal/mol
- HOMO energy: -15.94 eV
- HOMO-LUMO gap: 11.048 eV

No. 4
DFT (ωB97M-V with the def2-TZVPD basis set) results for a molecular structure, C34H96FeN6O15P.

The geometry in ORCA input format:
```
! RIJCOSX wB97M-V def2-TZVPD def2/J DEFGRID3
* xyz 0 6
H -0.6961 14.2907 5.7258
O 7.3413 16.8718 5.0608
Fe 3.0224 17.5956 9.4891
H -1.9066 12.3415 11.5675
O 1.9246 16.3247 8.7006
H 0.5034 19.8576 4.6458
H -1.0192 19.7849 11.8720
H 4.0796 15.3048 9.5056
C 6.7434 15.1726 10.1779
H -1.2569 21.4414 3.3173
C 1.1587 20.6682 4.3270
H -0.7524 13.6098 13.0916
H 8.1938 18.4722 4.0437
H -2.8540 20.6047 6.7618
H 9.3065 17.3550 4.6848
H 3.8559 18.6475 3.3584
H 1.8366 15.1810 13.6100
H 6.4954 20.3976 8.6301
H 3.2289 19.9270 2.3999
H 0.1874 14.0755 9.1721
N 2.7654 19.3659 5.6140
N 4.5358 16.1882 9.6829
H 1.8148 21.1773 10.0028
O 1.1873 17.0815 5.8427
H -2.3044 11.6039 9.9933
H 5.8309 16.6849 11.2211
H 2.5328 14.7994 8.2697
C -0.3718 21.9724 2.9670
H -0.5421 22.1586 1.9066
O 1.8221 16.5460 10.4068
H -1.5670 21.2809 5.9024
H 2.2749 13.1337 9.5549
C 0.7905 23.4333 9.2420
H -1.6280 9.0967 9.6944
H -1.1506 19.4833 8.5232
H 8.5296 18.5613 5.7651
H 1.0805 11.7375 8.1688
H 1.3521 17.1582 6.7854
C -0.8273 9.3118 10.4020
H 0.9084 16.2055 11.6927
H 0.0119 23.0502 8.5824
H 1.0237 19.7783 11.0387
H 2.2975 19.7681 6.4137
H 8.6127 14.9726 8.2704
H 9.3282 15.6373 9.7468
C 2.8051 12.9409 8.6222
H -3.1276 9.7774 11.6567
H 1.1287 13.0791 7.2170
O 7.3633 16.2092 9.4777
C 2.1562 22.8652 8.8878
H -1.1520 18.9329 6.8857
H 1.4981 14.1979 12.1656
C -1.5247 11.7397 10.7428
H 2.2313 18.5092 5.5843
H 1.6556 14.9955 5.9753
C -0.5061 15.3464 5.9191
H -1.7111 21.7978 7.5502
H 5.7329 15.7233 6.7715
H 3.6719 12.3294 8.8728
H -0.7259 21.5873 13.4890
H -1.1076 14.1078 10.4136
H 0.9563 19.4660 7.8546
C 3.2990 18.2722 12.7639
H -0.2014 22.9240 3.4704
H 9.1467 16.6629 8.3948
H 5.2772 15.5561 4.2202
H -0.4934 14.3515 14.5729
H 2.7021 25.6108 9.4502
C 5.9027 20.6763 9.5014
H 4.2300 13.9802 11.3090
C 2.5627 20.1447 4.4086
N -2.3034 9.9417 12.2168
H 2.2576 11.7490 6.8281
H 1.9198 25.0050 10.8779
H 3.3024 16.2749 7.1195
H 3.6655 20.0268 8.8412
C 8.6498 15.8471 8.9199
N 4.0636 16.9304 7.0151
C -0.6756 13.5509 9.5821
C 4.5164 15.7178 4.9838
H 5.2122 16.2077 8.9331
O 3.2197 14.1433 8.1311
H 3.7499 20.3508 11.2863
P 0.8530 17.2002 9.3892
N 2.2515 21.4012 9.1200
H 1.8715 22.6484 6.8001
H 2.3880 17.6791 12.6831
C 6.2323 17.4395 5.7584
C 2.6286 23.0470 7.4752
H -2.0409 22.0360 12.3929
H 1.0169 21.4121 5.1109
C 5.1489 16.4195 6.1696
C -0.9685 21.8531 12.4601
C 5.1770 19.4382 9.9116
H 6.5076 14.3459 9.5079
H 3.5701 22.5400 7.2637
C 0.0644 13.9657 13.7195
C 1.0526 14.8096 12.9500
H 6.5212 18.0780 6.5933
H 5.8336 18.5684 9.8867
C 1.7356 25.5470 9.9503
H 2.8075 24.0896 7.2123
C -1.2354 10.3981 11.3947
H 2.8620 23.2367 9.6307
H -0.4187 10.4796 12.1119
C -1.8228 20.9288 6.9018
H -0.6205 8.3378 10.8455
H 6.6393 20.9759 10.2470
H 4.7288 19.3594 8.0413
H 1.5203 20.9772 8.5670
H 3.8056 16.3853 4.4967
H 0.4902 23.1816 10.2592
H -2.5471 10.5997 12.9433
H 5.2596 19.7175 12.0697
H 1.4405 26.5496 10.2597
C 2.9548 19.2402 3.2008
H 3.1673 21.0489 4.4792
O -0.3257 12.2924 10.1744
H 0.5258 13.0190 14.0003
C 0.9438 15.6836 5.5192
C 4.6659 14.8871 11.7282
H 3.6628 17.7395 6.5626
N 4.1829 19.1598 8.8673
H 5.3508 21.5675 9.2029
C 4.5056 19.5653 11.2975
H 3.8125 15.4254 12.1406
H -1.0790 20.9652 10.5661
H -1.2670 15.9573 5.4333
H 2.8745 19.1772 13.1985
O 1.4425 18.3615 10.2029
O 0.7943 20.6278 11.4227
O 1.5931 17.9771 8.3139
O 3.8761 18.3135 11.4400
O 0.3525 15.8903 12.4091
H -0.4335 22.7792 12.2497
O 0.8585 21.2300 3.0195
H 2.1339 18.5838 2.9120
H 5.3132 14.5932 12.5544
H 3.9436 14.8469 5.3025
C -0.6346 20.7484 11.5375
O 0.4428 20.1942 7.4975
H 0.0350 9.5862 9.7944
O 0.6701 24.9006 9.1885
H 7.3890 14.8907 11.0097
C 1.8133 12.3384 7.6303
C 5.4332 15.7972 10.7292
H 4.0550 17.9637 13.4860
H 1.1361 15.5870 4.4507
H 5.7494 18.0923 5.0311
H -1.4479 13.4620 8.8180
H -0.5342 15.4955 6.9985
C 8.3798 17.8718 4.9342
C -0.9587 19.8112 7.5016
*
```

- F_max: 13.19 eV Å⁻¹
- Energy relative to the best compared isomer or geometry (same formula, charge and spin): 68.6 kcal/mol
- HOMO energy (alpha / beta): -8.67 / -8.53 eV
- HOMO-LUMO gap (alpha / beta): 8.174 / 8.143 eV

No. 5
DFT (ωB97M-V with the def2-TZVPD basis set) results for a gas-phase ion, C6H11N2 (charge +1).

The geometry in ORCA input format:
```
! RIJCOSX wB97M-V def2-TZVPD def2/J DEFGRID3
* xyz 1 1
H 3.4199 0.8050 0.7245
C -3.2223 0.2079 0.1569
C 0.8405 -1.1494 -0.5337
C 0.7674 1.2481 -0.2610
H -4.0555 -0.0809 -0.5394
H -2.1460 -1.5821 -0.3936
H -2.7866 1.2377 0.1221
N -0.5129 1.1699 -0.1821
H 0.3900 -1.5493 -1.4551
H -3.5312 0.1273 1.1764
H 0.6368 -1.5846 0.4117
H 2.1596 0.1793 1.6934
H 1.3251 2.1489 -0.4375
C 1.7011 0.0577 -0.5018
N -2.1013 -0.6318 -0.0740
C -0.9260 -0.1361 -0.1645
H 2.2374 0.3587 -1.3194
H 3.1645 -0.8617 0.8271
C 2.6396 0.0353 0.7500
*
```

- F_max: 4.96 eV Å⁻¹
- Energy relative to the best compared isomer or geometry (same formula, charge and spin): 86.2 kcal/mol
- HOMO energy: -14.25 eV
- HOMO-LUMO gap: 9.490 eV

No. 6
DFT (ωB97M-V with the def2-TZVPD basis set) results for a molecular structure, C28H28ClN7O5S4Tc.

The geometry in ORCA input format:
```
! RIJCOSX wB97M-V def2-TZVPD def2/J DEFGRID3
* xyz 0 4
C -4.2606 0.9294 2.6273
H 0.3671 1.9943 -0.8490
C 3.0344 -0.1118 -3.9156
C -0.2646 1.7605 -2.9009
C -2.2198 -2.0628 2.5334
O 3.2237 -1.2913 1.5852
C 3.6780 -1.9432 -2.4960
C 2.0838 -4.8803 -0.2304
C 1.0319 -2.9057 -1.0649
C 3.8615 -1.0521 -1.4410
H 2.4056 2.4740 -3.9490
H 2.2878 -4.9300 1.9298
H 1.1798 -2.7326 2.1976
N -1.4841 -1.5743 1.6030
H -4.9458 2.5843 0.2386
O -1.9076 -1.4987 0.3615
C -4.1648 3.1767 0.7224
H -6.1180 2.0186 2.5551
C 1.9340 -4.3902 1.0628
S 0.9087 0.4203 3.8426
H 4.1679 -1.4316 -0.4757
C 3.2338 0.7954 -2.8881
S 1.1262 3.2606 1.8657
C 3.2394 -1.4710 -3.7126
C 3.9389 0.7959 0.6877
C 1.3249 -3.1747 1.2218
Tc -0.0470 -0.6316 0.6117
H -4.0988 4.1239 0.1915
C -0.2453 -0.5152 -3.6415
C 3.0770 2.2783 -3.1127
N 0.8718 -2.4399 0.1768
H -2.5083 2.0102 3.3356
H -2.1574 0.3727 2.9343
C 3.6180 0.3031 -1.6313
C -4.5329 3.4303 2.1764
H -4.5512 0.4671 1.6779
H 4.9277 0.3613 0.8183
H 3.8388 1.6993 1.2851
H -4.4786 0.1900 3.3995
C 2.9028 -0.2116 1.1351
N -4.6409 -2.7969 1.9623
C -3.5657 -2.4834 2.2145
O -1.1411 1.1732 0.8551
H 0.6634 -2.7243 -3.0332
H 2.6983 2.7790 -2.2230
H 2.7172 0.2438 -4.8901
N 0.5780 -2.2033 -2.1762
C -2.7549 1.2234 2.6250
H 2.5628 -5.8361 -0.4051
C 0.1554 1.3210 -1.6725
H 3.8658 -3.0003 -2.3538
H -0.3941 -1.2735 -4.4005
N -1.4582 -2.3680 4.9866
Cl 2.9070 -2.5962 -5.0121
H -5.1277 2.3913 3.9570
H 1.7587 -4.4885 -2.3174
S 0.1401 3.6490 3.4959
H -2.3904 2.7024 -0.3451
H 4.0447 2.7331 -3.3406
S 0.1109 1.9885 4.7465
C -5.0900 2.1923 2.8838
C -1.7303 -2.2014 3.8840
H -3.6536 3.8210 2.6947
N 0.3491 0.0114 -1.3945
C 1.6333 -4.1412 -1.2984
C 0.2171 -0.8803 -2.3741
O 1.6853 0.2162 0.9371
H -0.4016 2.8177 -3.0799
H -0.8668 1.1081 -4.8671
N -2.8607 2.5241 0.5298
H -5.2847 4.2218 2.1995
C -0.4989 0.8089 -3.8924
C -2.2178 1.6372 1.2893
O 3.7118 1.2326 -0.6534
*
```

- F_max: 1.13 eV Å⁻¹
- Energy relative to the best compared isomer or geometry (same formula, charge and spin): 9.3 kcal/mol
- HOMO energy (alpha / beta): -5.91 / -6.15 eV
- HOMO-LUMO gap (alpha / beta): 4.977 / 5.068 eV

No. 7
DFT (ωB97M-V with the def2-TZVPD basis set) results for a molecular structure, C6H11BrO3.

The geometry in ORCA input format:
```
! RIJCOSX wB97M-V def2-TZVPD def2/J DEFGRID3
* xyz 0 1
C -0.5676 -0.9914 0.2902
H 0.2258 3.5268 -0.7006
H -0.0443 2.1355 -1.8354
O -1.0701 1.2411 0.2400
H 0.3336 1.9136 1.9908
O 0.9931 1.9213 1.2650
C 0.9189 0.0558 -0.2805
H -0.1062 -3.1686 0.6915
H 1.5928 2.5414 -1.2056
C -1.2541 -1.5480 -0.9874
H -1.3019 -0.5803 -1.6850
C 0.5141 2.4171 -0.9975
H -0.8941 -2.1260 1.9937
C 0.3567 1.4144 0.0698
H 0.9228 -1.9560 1.6849
H -0.5959 -2.2578 -1.4112
H -2.2264 -1.8446 -0.7664
H 1.0652 -0.2105 -1.2369
C -0.0901 -2.1407 1.2426
O -1.2932 0.0485 0.9701
Br 2.5209 -0.3917 0.6679
*
```

- F_max: 5.88 eV Å⁻¹
- Energy relative to the best compared isomer or geometry (same formula, charge and spin): 115.6 kcal/mol
- HOMO energy: -9.56 eV
- HOMO-LUMO gap: 10.294 eV

No. 8
DFT (ωB97M-V with the def2-TZVPD basis set) results for a molecular structure, C37H35CeN5O2S.

The geometry in ORCA input format:
```
! RIJCOSX wB97M-V def2-TZVPD def2/J DEFGRID3
* xyz 0 1
H -0.9126 5.5984 1.5663
C -4.5086 -0.6552 0.9853
N -1.8815 1.9390 0.5548
C -0.9956 -3.4104 -1.5995
H -0.6966 2.1826 -1.6739
H -3.2042 1.7890 4.9390
C 0.2693 -3.3986 -0.9890
C -3.2128 -1.0700 1.5048
H -1.4993 -3.1995 1.5809
C -4.6345 -2.3009 -0.8600
C -3.6782 3.1831 1.4121
H -4.2116 -1.2569 4.7849
C -1.9218 -3.5665 2.5200
Ce -0.1775 -0.0976 0.4846
C 2.2786 -4.5819 -0.2951
C -0.3503 4.6786 1.6607
C 0.9831 -4.6215 -0.8507
H -1.3339 -6.7331 -2.1575
C -2.6598 2.2479 1.6514
H -1.2322 -4.2827 2.9656
C -5.3501 -0.3365 3.2317
H -5.0655 3.3090 4.4548
C -4.8426 -0.8270 -0.4843
H -6.4164 0.1578 1.4465
H -1.0468 -0.8809 4.5345
N -1.3527 5.1492 4.9603
H 3.7649 -3.2923 0.5737
C 0.1704 4.0694 0.5492
C -3.3428 2.1526 3.9325
O 3.4679 -0.4333 0.5579
C 0.6402 2.9870 3.0603
C -2.4763 1.7513 2.9364
H 0.8784 2.6132 4.0490
H -2.8580 -4.0789 2.2989
C -2.2447 2.6221 -0.4847
C -0.1785 4.1228 2.9365
H -1.6601 1.0585 3.1113
N -2.1512 -1.1557 0.7494
H -5.3452 4.2810 2.1969
C 1.1611 2.3780 1.9483
C 0.3750 -5.8166 -1.2724
H -0.1311 -2.3639 4.2140
C -0.8673 -1.6702 3.8029
C -4.0550 0.0797 -1.4312
H -1.8705 3.2323 -2.3674
H -2.9862 -0.0823 -1.2747
S -3.6191 3.6945 -0.2566
H -2.5786 -2.7950 4.4083
H 1.2668 2.6139 -1.4520
H -5.3181 -2.9327 -0.2939
C -4.3814 3.0378 3.6660
H 2.8460 -5.4976 -0.1949
H 0.0196 4.5284 -0.4208
H -4.2927 1.1238 -1.2396
C -1.5540 -4.5972 -2.0235
H 1.8470 1.5459 2.0694
C 1.9857 -2.2359 0.0458
H -2.5275 -4.5996 -2.4949
N 0.7668 -2.2171 -0.5163
N -1.6701 2.5008 -1.7055
H 2.1209 1.4480 -0.3837
C -5.4897 -0.2353 1.8515
H -4.3002 -0.1402 -2.4715
H 0.9059 -6.7480 -1.1276
H -6.1186 0.0361 3.8920
C -2.1772 -2.3903 3.4688
C -0.8099 4.6888 4.0527
H -5.9087 -0.5924 -0.6055
C 1.2118 2.0474 -0.5167
H -3.6157 -2.5839 -0.6066
C -3.2276 -1.4485 2.9089
C 0.8685 2.8357 0.6283
C -0.8767 -5.8044 -1.8427
C -4.5562 3.5747 2.4056
C 2.3974 -0.9792 0.7871
H -4.8051 -2.4709 -1.9235
H -1.5282 -2.4706 -1.6954
C -4.2535 -1.0303 3.7253
H -0.4544 -1.2224 2.8848
O 1.5326 -0.6281 1.6631
C 2.7821 -3.3740 0.1346
*
```

- F_max: 5.98 eV Å⁻¹
- Energy relative to the best compared isomer or geometry (same formula, charge and spin): 33.2 kcal/mol
- HOMO energy (alpha / beta): -6.43 / -6.37 eV
- HOMO-LUMO gap (alpha / beta): 5.217 / 5.158 eV